Record 1
Computed, not measured: 2 unconnected molecules or ions with the total composition C4H13NS, with ωB97M-V with the def2-TZVPD basis set.

Each line ends with the Mulliken charge.
CARTESIAN COORDINATES (ANGSTROEM)
C 1.9095 1.0786 -2.2330  -0.789
S 2.1717 -0.1054 -0.8510  -0.178
H 2.7892 1.0584 -2.8733  0.319
H 1.0257 0.8327 -2.8186  0.256
H 1.8289 2.0883 -1.8338  0.266
C -1.5352 0.1916 -0.2627  -1.226
C -0.9534 -0.2750 1.0613  0.441
C -0.6478 -1.7610 1.0969  -1.252
N 0.2109 0.5632 1.4782  -0.600
H -1.8332 1.2400 -0.2848  0.335
H -0.7831 0.0752 -1.0522  0.215
H -2.3691 -0.4661 -0.5046  0.384
H -1.7420 -0.0659 1.8014  0.254
H 0.1325 -2.0119 0.3721  0.250
H -1.5211 -2.3439 0.8035  0.377
H -0.2956 -2.0701 2.0823  0.358
H -0.1752 1.4399 1.8132  0.242
H 0.6578 0.1601 2.2950  0.190
H 1.1296 0.3715 -0.0900  0.157

## Properties
**HOMO energy**: -8.330 eV
**Calculated total energy**: -16683.8911 eV
**SMILES**: CC(C)N.CS
**Orbital gap**: 0.341 Eh
**Energy relative to the best compared isomer or geometry (same formula, charge and spin)**: 19.22 kJ/mol



Record 2
Computed, not measured: 2 unconnected molecules or ions with the total composition C4H13NS, with ωB97M-V with the def2-TZVPD basis set.

Each line ends with the Mulliken charge.
CARTESIAN COORDINATES (ANGSTROEM)
C -1.2625 -0.6635 1.7329  -0.659
S -0.6137 0.9747 2.1799  -0.221
H -2.0546 -0.5399 1.0057  0.247
H -0.4912 -1.3330 1.3637  0.161
H -1.6982 -1.0743 2.6368  0.329
C 0.9490 0.3150 -1.1864  -0.438
C 0.2105 -0.8496 -1.8105  -0.241
C 1.0224 -2.1393 -1.7650  -1.236
N 0.1123 1.5222 -1.1837  -0.568
H 1.1817 0.0896 -0.1422  0.206
H 1.9066 0.4826 -1.6890  0.387
H -0.0663 -0.6229 -2.8437  0.385
H -0.7269 -0.9821 -1.2660  0.148
H 1.9982 -1.9880 -2.2183  0.321
H 1.1678 -2.4851 -0.7442  0.298
H 0.5163 -2.9418 -2.3030  0.351
H -0.2658 1.6787 -2.1119  0.206
H -0.5792 1.4605 0.9277  0.110
H 0.6845 2.3387 -0.9835  0.213

## Properties
**HOMO energy**: -8.670 eV
**Calculated total energy**: -16684.0785 eV
**SMILES**: CCCN.CS
**Orbital gap**: 0.357 Eh
**Energy relative to the best compared isomer or geometry (same formula, charge and spin)**: 1.14 kJ/mol



Record 3
Computed, not measured: 2 unconnected molecules or ions with the total composition C4H13NS2, with ωB97M-V with the def2-TZVPD basis set.

Each line ends with the Mulliken spin population.
CARTESIAN COORDINATES (ANGSTROEM)
C 1.8208 -1.7288 0.3504  0.013
C 0.6381 -2.2704 1.2168  -0.043
S -0.6261 -3.0693 0.1752  0.912
H 1.4366 -1.1104 -0.4420  -0.001
H 2.3713 -2.5730 -0.0876  -0.001
H 2.6567 -1.2211 1.0327  0.000
H 1.0148 -3.0444 1.8513  0.025
H 0.1288 -1.3617 1.6923  0.067
H -1.2481 -3.6415 1.2067  -0.012
C -0.8062 2.1102 0.5754  -0.002
C 0.0199 1.5309 -0.6036  0.001
S 0.1836 2.8094 -1.9262  0.018
N -0.9177 1.0849 1.6414  0.020
H -0.3075 2.9634 1.0286  0.000
H -1.8426 2.3989 0.2832  0.001
H 1.0209 1.3212 -0.2163  0.002
H -0.3739 0.5716 -0.8828  0.000
H 0.9591 2.0097 -2.7238  0.000
H -0.3973 1.3098 2.5189  0.000
H -1.9504 1.0908 2.0310  0.000

## Properties
**HOMO energy (alpha / beta)**: -11.794 / -11.691 eV
**<S²>**: 0.7534
**Calculated total energy**: -27509.4891 eV
**Spin multiplicity**: 2
**Orbital gap (alpha / beta)**: 0.290 / 0.098 Eh
**Energy relative to the best compared isomer or geometry (same formula, charge and spin)**: 117.06 kJ/mol
**Charge**: +1



Record 4
Computed, not measured: 3 unconnected molecules or ions with the total composition C4H13O4, with ωB97M-V with the def2-TZVPD basis set.

Each line ends with the Mulliken charge.
CARTESIAN COORDINATES (ANGSTROEM)
C -1.9128 0.1676 1.2392  -0.305
O -2.8814 -0.5768 0.3916  -0.596
C -0.5552 -0.6020 1.2594  -0.734
C 0.0489 -0.8865 -0.2771  -0.032
C 1.4610 -1.4294 -0.0324  -1.296
O 0.1943 0.3720 -0.8181  -0.872
H -2.6187 0.2521 2.0862  0.282
H -1.6617 1.0359 0.6273  0.168
H 0.2060 0.0632 1.6919  0.493
H -0.8769 -1.6523 1.5128  0.342
H -0.7026 -1.5013 -0.8891  0.135
H 1.9527 -1.3473 -1.0236  0.259
H 1.6265 -2.3450 0.3235  0.536
H 1.9152 -0.7253 0.6196  0.264
H 0.6359 1.8947 -2.5960  0.308
H 1.5587 0.7191 -2.3623  0.357
H -2.5161 -0.8235 -0.5779  0.328
O 1.1957 1.2592 -3.1056  -0.665
H 0.8830 2.8286 0.8464  0.236
H 0.8447 1.3577 0.2018  0.476
O 1.2029 1.9394 0.8824  -0.685

## Properties
**HOMO energy**: -3.563 eV
**Calculated total energy**: -12547.8002 eV
**Orbital gap**: 0.275 Eh
**Energy relative to the best compared isomer or geometry (same formula, charge and spin)**: 234.65 kJ/mol
**Charge**: -1